Here is 17 unconnected molecules or ions with the total composition C47H138N10O17 in a non-equilibrium geometry from the OMol25 dataset. Energies are from the ωB97M-V functional and the def2-TZVPD basis.

The energy above the lowest of the compared OMol25 structures with the same formula, charge and spin comes out at 32.4 kcal per mole. Its multiplicity is 1. The value obtained for the frontier orbital gap is 8.7 eV. The calculated total energy is -3699.837640 hartree. The net charge is 0.

```
212
Properties=species:S:1:pos:R:3:forces:R:3
C -7.923 -24.552 3.873 -0.994 -0.335 -0.602
C -7.053 -24.813 5.037 1.830 1.084 -0.765
C -5.898 -25.700 4.492 -0.564 -0.360 1.440
O -4.872 -25.783 5.473 -0.096 -0.098 -0.541
C -4.006 -26.880 5.268 -0.223 0.242 -0.086
N -6.706 -23.490 5.630 0.122 -0.982 0.075
H -8.287 -25.495 3.460 0.037 0.028 -0.378
H -7.444 -23.941 3.099 0.050 -0.258 0.105
H -8.778 -24.021 4.235 -0.814 0.540 -0.006
H -7.540 -25.380 5.817 -0.330 -0.216 0.290
H -5.531 -25.433 3.491 0.127 0.456 0.207
H -6.389 -26.687 4.389 0.322 0.065 -0.092
H -4.557 -27.808 5.148 -0.274 -0.256 -0.065
H -3.375 -26.962 6.124 0.316 -0.083 0.823
H -3.324 -26.769 4.431 -0.052 0.235 -0.600
H -6.086 -23.728 6.392 0.265 0.395 0.498
H -6.113 -22.939 5.007 -0.076 -0.312 -0.118
C -6.480 -20.481 3.845 0.513 1.768 0.107
C -5.538 -19.866 2.812 0.511 -1.553 -0.943
C -4.451 -19.022 3.441 0.008 -0.798 0.972
O -3.420 -18.746 2.510 -0.244 0.513 0.417
C -2.221 -18.520 3.249 -0.056 -0.440 -1.135
N -4.881 -21.083 2.186 0.311 0.536 -0.450
H -7.065 -19.742 4.383 -0.385 0.279 -0.103
H -5.835 -20.874 4.629 -0.347 -0.660 -0.157
H -7.130 -21.168 3.331 -0.184 -0.701 0.238
H -6.004 -19.333 1.980 -0.427 0.355 0.340
H -4.002 -19.626 4.281 -0.471 0.447 -0.545
H -4.896 -18.115 3.901 0.318 -0.159 -0.358
H -1.899 -19.483 3.623 0.448 -0.330 0.172
H -2.421 -17.909 4.115 0.168 0.677 0.141
H -1.476 -18.113 2.544 -0.304 0.014 0.565
H -4.175 -20.729 1.541 0.086 -0.018 0.203
H -5.535 -21.586 1.571 -0.033 0.153 0.598
C -6.468 -27.872 8.111 0.920 -0.559 -0.765
C -6.696 -29.403 7.978 -0.437 1.529 1.215
C -6.332 -29.897 6.631 1.040 -1.163 -0.638
O -6.719 -31.275 6.630 -0.732 -0.038 0.026
C -6.517 -31.876 5.392 -0.691 -0.893 -0.413
N -5.911 -30.209 8.976 -1.004 -0.107 -0.426
H -6.803 -27.428 9.019 -0.387 -0.179 1.190
H -7.097 -27.382 7.369 0.268 0.100 -0.425
H -5.405 -27.544 8.022 -0.744 -0.579 -0.305
H -7.811 -29.514 8.015 0.656 -0.364 0.494
H -5.248 -29.905 6.485 0.326 0.341 0.152
H -6.733 -29.357 5.770 -0.489 0.100 0.215
H -7.028 -31.361 4.597 -0.342 0.640 -0.449
H -6.903 -32.909 5.328 0.130 0.397 0.681
H -5.486 -31.903 5.142 1.232 -0.042 -0.261
H -6.291 -30.140 9.927 0.104 0.286 -0.525
H -6.087 -31.181 8.698 0.263 0.303 0.201
C -9.219 -24.896 8.630 0.730 -0.592 0.149
C -9.896 -25.223 9.939 -0.961 -0.516 0.826
C -8.860 -25.297 11.077 -0.663 0.355 0.228
O -8.262 -23.999 11.152 0.052 -0.373 0.521
C -7.466 -23.863 12.320 0.804 -0.709 -0.595
N -10.917 -24.197 10.236 0.135 -0.504 -0.963
H -8.688 -23.943 8.774 -0.096 -0.291 -0.451
H -9.927 -24.858 7.814 -0.057 0.280 -0.018
H -8.485 -25.708 8.401 -0.363 0.715 0.085
H -10.462 -26.187 9.872 0.680 0.475 0.062
H -8.106 -26.092 10.945 -0.008 0.272 -0.146
H -9.405 -25.515 12.022 0.292 0.094 -0.299
H -6.838 -24.764 12.396 0.057 0.195 0.201
H -8.022 -23.771 13.242 -0.591 0.032 0.230
H -6.793 -23.010 12.235 -0.251 0.082 -0.234
H -11.397 -24.311 11.108 -0.087 -0.470 0.420
H -10.430 -23.335 10.312 0.353 1.000 0.030
C -5.798 -20.327 9.979 -0.478 -0.922 -0.576
C -5.130 -21.384 8.979 -0.414 1.867 0.317
C -5.644 -22.742 9.324 -0.123 -1.164 0.797
O -4.880 -23.634 8.518 -0.327 0.022 -0.006
C -5.207 -24.986 8.713 0.599 0.331 0.488
N -5.325 -20.995 7.581 -1.073 0.819 0.635
H -5.705 -19.305 9.625 0.210 0.021 -0.348
H -5.336 -20.328 11.001 -0.646 -0.428 -0.822
H -6.921 -20.539 9.979 1.391 0.217 0.436
H -4.046 -21.386 9.129 -0.093 -0.065 0.214
H -6.754 -22.929 9.181 1.058 0.511 -0.110
H -5.454 -22.915 10.430 -0.046 -0.132 -0.956
H -4.891 -25.293 9.701 0.206 -0.269 0.599
H -4.674 -25.588 7.993 -0.027 0.043 -0.369
H -6.267 -25.151 8.678 -0.757 -0.099 -0.380
H -6.324 -20.992 7.354 0.328 0.034 -0.015
H -4.850 -21.562 6.905 0.362 -0.532 -0.079
C -2.204 -26.921 0.198 -0.144 1.676 1.427
C -2.444 -25.783 1.235 0.359 -1.109 -0.295
C -1.262 -25.758 2.215 -0.756 0.545 1.519
O -1.115 -26.910 3.062 -0.577 0.612 -0.330
C -0.613 -26.520 4.356 -0.459 -1.161 -0.341
N -2.575 -24.520 0.514 0.527 -0.893 -0.494
H -3.030 -26.968 -0.462 -0.736 -0.100 -0.843
H -2.079 -27.849 0.710 0.316 -0.737 0.255
H -1.313 -26.601 -0.308 0.540 -0.349 -0.616
H -3.358 -25.997 1.794 -0.021 0.172 0.056
H -1.450 -24.927 2.912 0.008 0.151 -0.348
H -0.323 -25.526 1.734 0.449 -0.075 -0.582
H -1.104 -25.624 4.735 0.261 0.251 -0.131
H 0.471 -26.441 4.247 -0.016 0.255 0.562
H -0.922 -27.333 5.038 0.605 0.374 -0.185
H -1.654 -24.265 0.168 -0.291 0.366 -0.002
H -3.015 -23.762 0.996 0.050 0.282 0.559
C -11.189 -25.544 5.791 -0.756 0.138 -0.094
C -12.002 -26.250 4.716 -0.534 1.718 0.045
C -12.756 -27.422 5.307 0.165 -0.298 -0.022
O -11.840 -28.406 5.743 0.163 -0.312 0.529
C -12.477 -29.584 6.189 -0.974 -1.179 -0.495
N -12.909 -25.222 4.126 0.044 -0.641 0.594
H -10.576 -24.729 5.371 -0.094 -0.472 0.280
H -10.628 -26.328 6.269 0.673 0.084 0.412
H -11.893 -25.114 6.553 0.567 -0.282 -0.558
H -11.405 -26.531 3.861 0.519 -0.543 0.044
H -13.387 -27.875 4.555 -0.480 -0.104 -0.412
H -13.394 -27.088 6.133 -0.008 0.089 0.070
H -13.250 -29.912 5.435 0.573 0.300 0.581
H -13.003 -29.537 7.169 0.353 0.567 -0.432
H -11.776 -30.437 6.273 0.069 0.786 -0.151
H -13.526 -24.860 4.857 0.032 -0.083 -0.414
H -13.455 -25.664 3.402 -0.507 0.045 -0.074
C -5.802 -27.973 1.622 -0.861 -0.313 0.451
C -6.386 -29.395 1.890 1.247 0.159 -0.337
C -7.785 -29.336 2.446 -0.936 0.983 0.889
O -7.772 -28.615 3.739 -1.137 -0.911 -1.045
C -9.132 -28.487 4.268 1.495 -0.047 0.013
N -6.422 -30.369 0.735 0.342 0.604 0.880
H -4.809 -27.929 1.214 0.508 -0.531 -0.372
H -5.730 -27.416 2.566 -0.201 -0.399 -0.152
H -6.441 -27.379 0.973 -0.213 -0.105 -0.193
H -5.751 -29.853 2.645 0.116 0.120 0.483
H -8.282 -30.355 2.507 0.637 0.963 0.285
H -8.403 -28.716 1.778 -0.013 -0.295 -0.058
H -9.339 -29.341 4.914 -0.292 -0.185 -0.234
H -9.855 -28.370 3.463 -0.088 -0.168 -0.021
H -9.173 -27.605 4.908 0.175 0.091 -0.128
H -5.451 -30.642 0.464 -1.108 0.292 0.444
H -6.843 -31.145 1.256 0.392 -0.406 -0.992
C -3.253 -30.386 3.761 0.037 -1.772 -0.754
C -1.774 -30.763 3.966 -1.038 0.172 -1.710
C -1.116 -31.304 2.665 0.248 -0.977 2.011
O 0.202 -31.777 3.049 -0.267 -0.599 -2.389
C 0.788 -32.494 1.902 0.654 0.279 0.679
N -1.112 -29.634 4.505 1.205 0.703 0.419
H -3.850 -31.319 3.634 0.242 0.550 0.229
H -3.405 -29.856 2.830 0.091 0.537 -0.207
H -3.644 -29.814 4.586 -0.027 0.165 0.295
H -1.722 -31.550 4.663 0.068 -1.103 1.014
H -1.051 -30.536 1.930 0.138 0.783 -0.790
H -1.667 -32.163 2.273 -0.212 0.065 -0.092
H 0.167 -33.341 1.528 0.157 0.551 0.566
H 1.768 -32.882 2.255 -0.722 0.119 -0.129
H 1.025 -31.855 1.016 -0.458 -0.012 0.773
H -0.135 -29.885 4.690 -0.374 0.429 -0.200
H -1.150 -28.879 3.822 0.265 -0.081 0.119
C 0.884 -26.707 7.751 -0.014 -0.985 0.475
C -0.230 -26.261 8.695 1.077 -0.649 1.377
C -1.538 -25.996 8.009 -0.279 -1.516 -0.355
O -1.548 -24.917 7.154 0.095 1.885 -0.285
C -1.488 -23.639 7.833 -0.878 0.344 -1.413
N -0.368 -27.227 9.833 0.820 0.500 -1.463
H 0.707 -27.720 7.376 -0.628 0.172 -0.498
H 1.829 -26.913 8.247 0.123 0.681 0.495
H 1.044 -26.002 6.953 -0.039 0.153 -0.434
H 0.102 -25.369 9.204 0.102 0.665 -0.074
H -2.318 -25.904 8.746 -0.492 0.118 0.583
H -1.809 -26.880 7.390 0.196 0.308 0.343
H -1.810 -22.883 7.075 0.233 -0.582 0.423
H -0.462 -23.372 8.099 -0.178 -0.209 0.446
H -2.252 -23.554 8.638 0.745 -0.330 -0.166
H -0.947 -26.818 10.541 -0.480 -0.032 0.274
H -0.806 -28.046 9.454 -0.484 -0.545 0.269
C -3.107 -23.274 4.307 0.744 0.029 -0.986
O -4.004 -22.208 4.640 0.967 -0.906 -0.083
H -2.135 -22.898 3.882 -0.492 -0.007 0.801
H -2.915 -24.047 5.063 -0.290 0.764 0.341
H -3.505 -23.816 3.452 -0.413 -0.350 -0.211
H -4.174 -21.848 3.739 -0.498 0.335 0.123
C -9.802 -21.396 6.822 -0.485 -0.852 -2.146
O -8.473 -21.087 6.414 0.009 -0.778 -0.038
H -10.437 -20.512 6.946 0.547 0.020 0.197
H -10.282 -21.981 5.960 0.257 0.546 1.155
H -9.806 -22.033 7.692 -0.179 -0.072 0.508
H -8.096 -21.961 6.114 0.062 0.894 0.296
C -9.996 -25.548 0.230 -1.048 -0.285 1.129
O -9.440 -24.320 0.635 -0.167 0.620 0.168
H -9.259 -26.073 -0.357 0.044 -0.152 -0.319
H -10.238 -26.150 1.136 0.295 0.029 -0.463
H -10.972 -25.443 -0.290 0.668 0.107 -0.132
H -10.034 -23.916 1.301 0.013 -0.166 -0.228
C -2.257 -29.959 7.873 0.232 0.922 -0.146
O -3.096 -29.216 8.769 -0.050 -0.724 0.286
H -1.346 -30.450 8.329 -1.105 0.329 0.030
H -2.895 -30.710 7.379 0.633 0.164 -0.260
H -1.848 -29.187 7.170 -0.399 -1.047 0.094
H -3.940 -29.715 8.905 0.525 0.449 -0.047
C -8.810 -20.515 0.960 1.298 -0.521 -1.199
O -8.909 -19.386 1.799 -0.128 -0.317 0.149
H -9.321 -21.425 1.302 -0.109 0.271 0.248
H -9.165 -20.295 -0.056 -0.352 0.284 0.460
H -7.742 -20.789 0.765 -0.591 0.081 0.407
H -8.375 -19.592 2.578 -0.179 0.240 -0.027
C -6.130 -24.201 0.023 -0.015 0.777 -0.614
O -6.813 -23.180 0.729 -0.494 -0.118 -0.345
H -6.207 -25.165 0.471 -0.417 -0.846 0.457
H -6.405 -24.247 -1.036 -0.310 -0.078 0.094
H -5.097 -23.956 0.016 0.988 0.264 0.103
H -7.760 -23.306 0.524 0.273 -0.048 0.366
C -11.705 -22.058 3.041 -1.202 -0.700 -1.590
O -11.634 -23.388 2.483 0.493 -0.147 0.017
H -12.469 -22.051 3.813 0.300 0.233 0.468
H -10.736 -21.667 3.321 0.203 -0.117 0.466
H -12.093 -21.416 2.222 0.278 -0.146 0.482
H -12.066 -24.085 3.054 0.319 1.008 0.050
```
Positions in Å, forces in eV/Å.

Here are the Mulliken charges for atoms 1 to 6, given in e: -1.669 1.622 0.140 1.899 0.422 1.857